{"formula": "C43H48N11O9PS2TeZr", "method": "the ωB97M-V functional and the def2-TZVPD basis", "species": ["Zr", "N", "N", "C", "N", "S", "H", "H", "H", "H", "H", "O", "N", "O", "C", "C", "C", "C", "C", "C", "N", "C", "C", "N", "C", "C", "C", "C", "H", "H", "H", "H", "H", "H", "H", "Te", "N", "H", "H", "H", "O", "C", "O", "C", "C", "C", "C", "C", "C", "N", "O", "O", "H", "H", "H", "H", "O", "S", "O", "O", "C", "N", "C", "C", "C", "N", "C", "C", "C", "N", "C", "C", "H", "H", "H", "H", "H", "H", "C", "C", "C", "C", "P", "C", "C", "C", "C", "C", "C", "C", "C", "C", "C", "H", "H", "H", "H", "H", "H", "H", "H", "H", "H", "H", "H", "H", "H", "H", "H", "H", "H", "H", "H", "H", "H", "H"], "positions_angstrom": [[-1.668, 0.311, 0.177], [-1.869, 3.153, 0.134], [-1.029, 4.065, -0.537], [0.316, 4.072, -0.351], [0.934, 5.061, -1.030], [1.143, 3.012, 0.638], [-2.825, 3.378, -0.120], [-1.772, 3.269, 1.143], [-1.457, 4.927, -0.844], [0.488, 5.529, -1.806], [1.940, 5.043, -1.023], [-9.074, -1.396, 0.838], [-8.353, -0.566, 1.348], [-8.692, 0.159, 2.268], [-7.023, -0.365, 0.759], [-6.788, -0.962, -0.445], [-5.570, -0.833, -1.118], [-5.305, -1.482, -2.403], [-4.091, -1.417, -2.939], [-2.970, -0.705, -2.278], [-3.344, 0.127, -1.133], [-4.564, -0.057, -0.566], [-4.785, 0.551, 0.713], [-3.691, 1.182, 1.236], [-3.797, 1.723, 2.432], [-4.980, 1.662, 3.179], [-6.069, 1.004, 2.680], [-6.009, 0.405, 1.395], [-7.582, -1.551, -0.886], [-6.113, -2.007, -2.897], [-3.868, -1.887, -3.889], [-2.408, -0.123, -3.004], [-2.915, 2.201, 2.836], [-5.013, 2.120, 4.157], [-6.974, 0.928, 3.259], [-1.395, -2.066, -1.455], [-3.012, -1.584, 1.435], [-3.565, -1.402, 2.271], [-2.284, -2.249, 1.676], [-3.613, -2.061, 0.768], [-1.008, 1.312, 1.996], [-0.527, 0.215, 2.420], [-0.480, -0.751, 1.596], [-0.034, 0.086, 3.805], [0.035, -1.163, 4.407], [0.488, -1.267, 5.712], [0.874, -0.112, 6.359], [0.827, 1.140, 5.779], [0.354, 1.239, 4.481], [1.367, -0.222, 7.764], [1.380, -1.326, 8.260], [1.737, 0.799, 8.300], [-0.253, -2.047, 3.855], [0.551, -2.217, 6.222], [1.155, 2.005, 6.336], [0.306, 2.196, 3.978], [-0.752, 6.235, -5.765], [0.391, 6.241, -6.661], [0.069, 6.211, -8.070], [1.462, 7.138, -6.273], [1.137, 4.611, -6.382], [2.100, 4.176, -7.210], [2.609, 2.982, -6.956], [2.182, 2.174, -5.905], [1.192, 2.719, -5.118], [0.688, 3.925, -5.336], [0.583, 2.069, -3.926], [-0.721, 2.429, -3.596], [-1.239, 1.992, -2.407], [-0.578, 1.173, -1.571], [0.659, 0.774, -1.924], [1.267, 1.204, -3.079], [3.403, 2.648, -7.617], [2.587, 1.183, -5.745], [-1.266, 3.110, -4.235], [-2.236, 2.275, -2.106], [1.165, 0.100, -1.240], [2.285, 0.901, -3.287], [1.290, -3.547, 2.192], [2.196, -3.901, 1.008], [1.418, -4.845, 0.082], [3.429, -4.613, 1.560], [2.435, -2.275, 0.091], [3.535, -1.341, 1.237], [2.987, -0.197, 1.817], [3.698, 0.573, 2.730], [4.991, 0.211, 3.074], [5.569, -0.909, 2.486], [4.849, -1.673, 1.580], [3.481, -2.548, -1.452], [4.492, -3.694, -1.475], [2.471, -2.768, -2.592], [4.211, -1.229, -1.729], [1.006, -4.467, 2.715], [0.383, -3.040, 1.855], [1.803, -2.894, 2.903], [1.091, -5.723, 0.647], [2.023, -5.199, -0.753], [0.527, -4.363, -0.330], [3.099, -5.509, 2.097], [3.969, -3.990, 2.274], [4.121, -4.936, 0.785], [1.989, 0.110, 1.519], [3.247, 1.460, 3.158], [5.553, 0.802, 3.786], [6.586, -1.186, 2.733], [5.325, -2.536, 1.133], [4.022, -4.665, -1.329], [5.281, -3.577, -0.731], [4.974, -3.713, -2.458], [1.862, -3.661, -2.439], [3.006, -2.886, -3.539], [1.782, -1.926, -2.686], [5.042, -1.060, -1.044], [3.541, -0.367, -1.644], [4.609, -1.247, -2.748]], "mulliken_charge": [-1.273, -0.097, -0.606, 0.276, -0.422, -0.267, 0.356, 0.331, 0.253, 0.216, 0.266, -0.630, 1.009, -0.631, -0.432, -0.594, 1.603, -1.509, -0.815, 0.208, 0.272, -1.185, 0.474, 0.681, -0.171, -1.250, -0.739, 0.836, 0.563, 0.446, 0.528, 0.282, 0.404, 0.452, 0.591, 0.081, -0.269, 0.243, 0.174, 0.289, -0.263, 0.683, -0.112, 0.230, -0.021, -0.954, -0.091, -0.895, -0.105, 1.032, -0.604, -0.602, 0.512, 0.526, 0.529, 0.500, -0.671, 1.202, -0.675, -0.681, -0.016, -0.486, -0.344, -0.881, 0.077, -0.250, 0.900, -1.131, -0.497, 2.336, -0.628, -0.939, 0.415, 0.505, 0.637, 0.407, 0.082, 0.580, -2.243, 2.283, -1.846, -1.801, 0.167, -0.339, 0.735, -0.513, -0.955, -0.815, -0.152, 2.205, -1.850, -1.474, -1.742, 0.669, 0.104, 0.523, 0.525, 0.322, 0.185, 0.533, 0.376, 0.280, -0.106, 0.539, 0.389, 0.465, 0.241, 0.371, 0.219, 0.523, 0.295, 0.533, 0.059, 0.350, 0.148, 0.542], "homo_ev": -7.48, "total_charge": 0, "spin_multiplicity": 1, "gap_ev": 5.4244, "largest_force_ev_per_a": 1.44}

=====

{"formula": "C43H48N2O3P2Sn", "method": "the ωB97M-V functional and the def2-TZVPD basis", "species": ["Sn", "C", "C", "C", "C", "C", "C", "C", "C", "C", "H", "H", "H", "H", "H", "H", "H", "H", "H", "H", "H", "H", "H", "H", "H", "P", "P", "C", "C", "C", "C", "C", "C", "C", "C", "C", "C", "C", "C", "C", "C", "C", "C", "C", "C", "C", "C", "C", "C", "C", "C", "C", "C", "H", "H", "H", "H", "H", "H", "H", "H", "H", "H", "H", "H", "H", "H", "H", "H", "H", "H", "H", "H", "H", "H", "C", "C", "C", "C", "C", "C", "O", "N", "C", "O", "N", "C", "O", "H", "H", "H", "H", "H", "H", "H", "H", "H", "H", "H"], "positions_angstrom": [[0.000, 0.000, 0.000], [-1.910, 0.857, -7.608], [-1.917, -0.414, -7.188], [-1.040, -1.573, -7.583], [0.292, -1.245, -8.293], [1.205, -0.373, -7.465], [1.212, 0.960, -7.347], [0.335, 1.998, -7.997], [-0.997, 1.516, -8.613], [1.404, 0.484, 1.509], [-2.640, 1.523, -7.148], [-2.669, -0.672, -6.441], [-1.620, -2.261, -8.218], [-0.814, -2.142, -6.670], [0.803, -2.195, -8.489], [0.095, -0.802, -9.272], [1.935, -0.917, -6.865], [1.963, 1.382, -6.678], [0.916, 2.522, -8.773], [0.110, 2.761, -7.239], [-1.508, 2.397, -9.021], [-0.800, 0.862, -9.465], [1.191, 1.461, 1.954], [2.425, 0.501, 1.106], [1.364, -0.276, 2.299], [-1.477, -0.516, -1.642], [1.553, 0.014, -1.656], [-0.559, -0.758, -3.209], [0.764, -0.551, -3.209], [-2.476, -2.040, -1.525], [-2.836, -2.794, -2.651], [-3.562, -3.973, -2.500], [-3.935, -4.406, -1.225], [-3.582, -3.658, -0.102], [-2.854, -2.477, -0.250], [-2.685, 0.772, -2.106], [-2.290, 2.118, -2.095], [-3.224, 3.126, -2.325], [-4.562, 2.803, -2.555], [-4.963, 1.466, -2.554], [-4.031, 0.454, -2.330], [3.032, -1.040, -1.534], [2.944, -2.327, -0.985], [4.095, -3.089, -0.791], [5.344, -2.571, -1.133], [5.440, -1.285, -1.668], [4.292, -0.521, -1.866], [2.214, 1.642, -2.167], [2.421, 2.599, -1.165], [2.865, 3.878, -1.498], [3.108, 4.207, -2.833], [2.907, 3.255, -3.835], [2.461, 1.976, -3.506], [-1.095, -1.050, -4.112], [1.364, -0.666, -4.111], [-2.560, -2.450, -3.645], [-3.840, -4.554, -3.376], [-4.504, -5.324, -1.110], [-3.877, -3.990, 0.890], [-2.574, -1.877, 0.613], [-1.252, 2.374, -1.900], [-2.906, 4.165, -2.320], [-5.290, 3.590, -2.732], [-6.004, 1.210, -2.727], [-4.349, -0.585, -2.330], [1.974, -2.728, -0.703], [4.015, -4.088, -0.370], [6.241, -3.165, -0.981], [6.411, -0.874, -1.930], [4.371, 0.480, -2.280], [2.236, 2.319, -0.130], [3.029, 4.614, -0.716], [3.458, 5.202, -3.092], [3.100, 3.509, -4.874], [2.315, 1.234, -4.285], [-4.049, -0.768, 3.644], [-2.929, -0.260, 4.553], [-1.502, -0.700, 4.114], [-0.431, -0.172, 5.132], [-0.287, 1.350, 5.282], [-1.384, -2.220, 4.130], [-1.660, -2.830, 5.156], [-0.926, -2.911, 3.054], [-0.559, -2.307, 1.893], [-0.090, -2.986, 0.992], [-0.714, -0.963, 1.717], [-1.192, -0.164, 2.723], [-1.326, 1.036, 2.523], [-3.918, -0.385, 2.610], [-5.023, -0.402, 4.032], [-4.068, -1.876, 3.628], [-2.994, 0.849, 4.571], [-3.126, -0.620, 5.587], [-0.655, -0.581, 6.142], [0.569, -0.560, 4.830], [-1.229, 1.816, 5.631], [0.498, 1.564, 6.038], [0.043, 1.827, 4.338], [-0.822, -3.936, 3.134]], "mulliken_charge": [2.384, -0.356, -0.370, -0.450, -1.062, -0.146, -0.304, -0.639, -0.885, -1.714, 0.351, 0.397, 0.395, 0.240, 0.400, 0.348, 0.385, 0.320, 0.358, 0.299, 0.406, 0.338, 0.167, 0.731, 0.320, 0.546, 0.894, -1.299, -0.578, 0.256, -0.161, -0.580, -0.787, -0.575, -0.496, 0.448, -0.348, -0.791, -0.539, -0.699, -0.498, 0.552, -0.444, -0.726, -0.501, -0.661, -0.473, 0.201, -0.503, -0.731, -0.601, -0.431, 0.066, 0.226, 0.948, 0.202, 0.429, 0.367, 0.435, 0.285, 0.288, 0.432, 0.393, 0.420, 0.385, 0.291, 0.430, 0.374, 0.409, 0.326, 0.236, 0.414, 0.376, 0.439, 0.090, -1.081, -1.030, 2.919, -1.228, -1.103, -0.429, -0.686, 0.152, -0.144, -0.644, 0.027, -0.423, -0.675, 0.163, 0.488, 0.240, 0.355, 0.399, 0.455, 0.351, 0.285, 0.415, 0.186, 0.363], "homo_ev": -5.52, "total_charge": 0, "spin_multiplicity": 1, "gap_ev": 5.7890, "largest_force_ev_per_a": 3.89, "relative_energy_ev": 2.085}